No. 1
A cluster of 11 separate species, C64H126F18N5O12 in total in a non-equilibrium geometry, computed with the ωB97M-V functional and the def2-TZVPD basis.

The geometry in XYZ format:
```
225
Properties=species:S:1:pos:R:3
C -4.32355 -0.49522 -3.77480
C -3.99603 -1.89391 -3.21857
C -3.72745 -1.81067 -1.68098
N -4.11308 -2.96305 -0.88342
C -5.59572 -3.03541 -0.72243
C -3.52073 -4.28086 -1.09719
C -3.72728 -4.99074 0.21705
C -3.51165 -3.95161 1.26319
C -3.65359 -2.62521 0.53330
H -4.03636 -0.52439 -4.82434
H -3.87564 0.30698 -3.21886
H -5.39285 -0.29430 -3.59304
H -3.08808 -2.35915 -3.71519
H -4.80339 -2.57562 -3.49189
H -4.26087 -0.90618 -1.32869
H -2.65553 -1.60207 -1.50034
H -5.94018 -2.03812 -0.53414
H -5.85724 -3.64676 0.08494
H -6.09370 -3.39455 -1.64256
H -3.96546 -4.67132 -1.97515
H -2.46437 -4.01090 -1.29277
H -4.76423 -5.51344 0.23848
H -3.03886 -5.84548 0.34518
H -4.24327 -4.00040 2.05900
H -2.63161 -4.04484 1.86844
H -4.44778 -1.98075 0.93972
H -2.67200 -2.18817 0.44916
C -3.03193 6.33979 -0.48415
C -2.02730 6.57754 0.69160
C -1.91023 5.17164 1.29792
N -1.23906 5.06891 2.58796
C -2.01213 5.52860 3.79007
C 0.10009 5.86131 2.46831
C 1.03488 5.19834 3.53016
C 0.47587 3.78012 3.77411
C -0.79355 3.66440 2.86740
H -2.88316 5.32002 -0.85515
H -2.97007 7.04506 -1.34501
H -4.06538 6.35898 -0.05393
H -2.36270 7.27301 1.39691
H -1.02918 6.98868 0.34535
H -1.39910 4.55012 0.60299
H -2.88168 4.71492 1.45696
H -1.45622 5.31163 4.69862
H -2.91654 4.95089 3.91148
H -2.20993 6.59085 3.76079
H -0.05072 6.92523 2.63906
H 0.53247 5.54954 1.47892
H 1.03709 5.86254 4.42049
H 2.05756 5.16760 3.10916
H 0.04186 3.71219 4.78193
H 1.15467 2.97382 3.52658
H -1.56589 3.04556 3.23951
H -0.35641 3.22618 1.88783
C 4.90726 -2.17315 -0.52945
C 3.60803 -2.62703 -1.17319
C 2.77116 -1.41579 -1.68714
N 1.74275 -1.77601 -2.74981
C 0.93199 -2.95166 -2.27592
C 2.33487 -2.02384 -4.09418
C 1.17644 -1.78651 -5.08352
C 0.09800 -1.05424 -4.26918
C 0.80406 -0.64532 -2.97736
H 5.53236 -3.02922 -0.32245
H 4.79247 -1.68809 0.46644
H 5.42306 -1.47146 -1.17700
H 3.09736 -3.31866 -0.52520
H 3.81946 -3.20790 -2.07808
H 3.39284 -0.66300 -2.16307
H 2.21532 -0.93538 -0.88539
H 1.46894 -3.85477 -2.29375
H 0.22573 -3.13702 -3.12012
H 0.43396 -2.74091 -1.36922
H 2.77201 -3.02034 -4.10793
H 3.18254 -1.28652 -4.20266
H 0.70347 -2.72847 -5.42525
H 1.54643 -1.18049 -5.93738
H -0.82563 -1.63378 -3.99541
H -0.12495 -0.10321 -4.71050
H 0.09203 -0.46931 -2.16651
H 1.39158 0.25890 -3.25621
C 3.30485 -3.67801 5.61487
C 2.04705 -4.47619 5.54100
C 2.06908 -5.34314 4.28802
N 0.84520 -6.29231 4.08253
C 0.12180 -6.66878 5.30305
C -0.17331 -5.82652 3.03413
C 0.37650 -6.05251 1.67155
C 1.38361 -7.26742 1.86937
C 1.36276 -7.53976 3.35630
H 4.21988 -4.29911 5.84557
H 3.25367 -2.88019 6.39520
H 3.42046 -3.19659 4.63081
H 1.16411 -3.84232 5.42528
H 1.88031 -5.08223 6.43818
H 2.96036 -6.06539 4.38580
H 2.17805 -4.70649 3.41746
H -0.64922 -7.40442 5.00868
H -0.28865 -5.80562 5.74438
H 0.81998 -7.14276 5.93733
H -1.04450 -6.41639 3.24895
H -0.31745 -4.73884 3.10277
H -0.50290 -6.30074 1.07808
H 0.89925 -5.20422 1.18226
H 1.05604 -8.13788 1.27470
H 2.34549 -6.94234 1.47194
H 0.59927 -8.29944 3.46274
H 2.25672 -7.90234 3.88270
C 5.14657 1.66848 -8.45818
C 5.04241 1.48469 -6.94634
C 4.61952 2.85594 -6.36845
N 4.46568 2.80449 -4.82016
C 5.54149 2.10137 -4.11016
C 3.12129 2.22770 -4.49883
C 2.12446 3.28275 -4.82004
C 2.85941 4.62376 -4.78750
C 4.31105 4.27564 -4.42956
H 4.17162 1.84474 -8.89812
H 5.51982 0.82435 -8.98866
H 5.73249 2.57300 -8.65782
H 5.99318 1.26337 -6.49762
H 4.29631 0.68872 -6.62024
H 3.61222 3.24850 -6.74475
H 5.35988 3.62350 -6.50898
H 6.44070 2.68249 -4.33583
H 5.57496 1.11933 -4.48399
H 5.30356 2.13923 -3.05525
H 3.13981 2.01375 -3.43585
H 3.04279 1.28234 -5.07777
H 1.20719 3.23032 -4.14648
H 1.76648 3.09864 -5.81129
H 2.34361 5.26296 -4.10616
H 2.70315 5.11676 -5.75368
H 4.46523 4.39081 -3.36502
H 5.04262 4.92326 -4.94891
C -1.10038 8.97020 4.65298
O -2.14104 9.03598 3.51701
O -0.14357 8.13345 4.44572
C -0.55365 10.42807 4.72727
F 0.47900 10.56061 5.60083
F -0.06725 10.79086 3.51926
F -1.43611 11.47155 4.94653
C -3.48080 9.37266 3.84069
C -4.23842 9.83054 2.60326
H -3.69718 10.62519 2.12906
H -4.40249 8.93174 1.92390
H -5.24988 10.26098 2.97906
H -3.50491 10.18393 4.56616
H -3.95464 8.48293 4.23657
H -1.58096 8.89783 5.66951
C -5.44142 0.39423 0.97719
O -6.28184 -0.47105 1.74712
O -5.52006 0.08556 -0.31408
C -5.80934 1.94109 1.21600
F -5.89010 2.23364 2.52017
F -4.89980 2.68872 0.66190
F -6.93166 2.28516 0.56434
C -7.64882 -0.54457 1.26660
C -8.22686 -1.92004 1.50415
H -8.14098 -2.25035 2.53052
H -9.25678 -1.84706 1.23226
H -7.70781 -2.65582 0.91161
H -7.65271 -0.35097 0.18008
H -8.14114 0.25380 1.80204
H -4.47102 0.35403 1.44021
C 5.72214 -1.96769 -5.50843
O 7.17148 -1.81909 -5.90281
O 5.17003 -0.92578 -4.93252
C 4.98405 -2.43588 -6.82130
F 3.68102 -2.75071 -6.54087
F 4.97948 -1.48180 -7.76532
F 5.42695 -3.54213 -7.47398
C 7.91928 -0.86813 -5.23988
C 8.16339 -1.21131 -3.78180
H 8.97519 -0.62705 -3.34534
H 7.19577 -0.99820 -3.28257
H 8.32067 -2.27941 -3.63959
H 7.35865 0.03541 -5.30802
H 8.76001 -0.79098 -5.89641
H 5.74687 -2.91731 -4.91537
C -3.25863 -8.24064 4.04770
O -3.86787 -7.71158 5.31162
O -2.08661 -7.82118 3.74317
C -3.33747 -9.73901 4.34328
F -4.62402 -10.20745 4.39739
F -2.78800 -10.48820 3.37416
F -2.70599 -10.16074 5.47274
C -4.70587 -6.56916 5.01570
C -6.06641 -6.78990 5.66134
H -6.36181 -7.75118 5.32481
H -5.95649 -6.75347 6.73752
H -6.70467 -6.00835 5.22803
H -4.90371 -6.24521 3.96303
H -4.26259 -5.64059 5.50685
H -3.94538 -7.98150 3.24291
C 2.21413 3.96157 -0.67165
O 2.75412 4.79798 0.50733
O 2.71765 4.24102 -1.84023
C 2.53884 2.47924 -0.22021
F 1.91615 1.57304 -1.10873
F 3.81149 2.11032 -0.24512
F 2.02373 2.18408 1.04290
C 3.96147 5.48254 0.17352
C 4.47773 6.38189 1.31457
H 4.82093 5.76034 2.14048
H 5.26441 6.99879 0.87783
H 3.71712 7.03377 1.66164
H 3.80658 5.99392 -0.80513
H 4.69316 4.75877 -0.05876
H 1.06264 4.00163 -0.59562
C -0.62166 -1.83806 1.42071
O -0.88680 -0.73429 0.46044
O -0.29982 -2.93142 0.71385
C 0.54916 -1.37643 2.30825
F 0.37576 -1.90680 3.57121
F 1.66367 -1.73025 1.77437
F 0.63013 -0.03637 2.54943
C -1.47096 0.47754 0.82986
C -1.69858 1.30718 -0.40429
H -1.72239 0.56344 -1.23784
H -2.62375 1.83812 -0.23654
H -0.81445 1.86576 -0.54859
H -0.87350 0.99093 1.59020
H -2.38305 0.19155 1.33655
H -1.43304 -1.82160 2.14706
```

Summary:
- Kohn-Sham gap: 6.870 eV
- DFT total energy: -149340.3400 eV
- ΔE to the lowest compared entry with this formula, charge and spin: 0.0000 eV
- Multiplicity: 1
- Net charge: -1
- Highest occupied orbital energy: -0.202 Eh

These are the Mulliken partial charges, in e, on atoms 1 to 4: number 1, C, carries -1.454; number 2, C, carries -0.435; number 3, C, carries 1.460; number 4, N, carries 0.679

---

No. 2
The molecule C5H7N in a non-equilibrium geometry, computed with the ωB97M-V functional and the def2-TZVPD basis.

The geometry in XYZ format:
```
13
Properties=species:S:1:pos:R:3
C -0.04959 1.39305 -0.76044
C 0.09202 0.20601 0.17253
C -0.98487 -0.15328 1.09759
N -0.81985 -0.96556 -0.10355
C 1.50451 -0.21866 0.38788
C 1.77469 -1.23685 -0.22095
H 0.82199 1.49658 -1.41768
H -0.17875 2.33108 -0.20415
H -0.92938 1.19913 -1.37505
H -0.71135 -0.58237 2.05839
H -1.88582 0.44683 1.06134
H -0.40361 -1.85389 0.19407
H 1.77000 -2.06206 -0.89000
```

Summary:
- Kohn-Sham gap: 9.410 eV
- DFT total energy: -6783.6675 eV
- ΔE to the lowest compared entry with this formula, charge and spin: 4.8451 eV
- Multiplicity: 1
- Structure (SMILES): C#C[C@]1(C)CN1
- Highest occupied orbital energy: -0.330 Eh

These are the natural (NBO) partial charges, in e, on atoms 1 to 4: number 1, C, carries -0.610; number 2, C, carries 0.050; number 3, C, carries -0.257; number 4, N, carries -0.610